C9H27FNaO12P3 | ωB97M-V with the def2-TZVPD basis set

Last column: Löwdin charge in e.
Geometry (Å):
1 Na -1.1832 -0.5425 -1.3552  -0.007
2 F -1.7981 -1.4651 -2.8304  -0.562
3 C -2.1210 3.7664 1.6089  -0.072
4 O -2.1684 2.6572 0.6485  -0.193
5 P -1.6901 1.1321 0.9773  0.589
6 O -1.7360 0.2827 -0.2058  -0.206
7 O -2.6498 0.6544 2.2051  -0.244
8 C -3.8969 0.2023 1.9769  -0.151
9 O -0.2073 1.3888 1.6679  -0.184
10 C 0.7672 0.3656 1.7241  -0.250
11 H -1.4959 4.6061 1.3051  0.088
12 H -1.6760 3.5171 2.5722  0.076
13 H -3.1316 4.0577 1.8950  0.087
14 H -4.0425 -0.8750 2.0560  0.081
15 H -4.3444 0.5317 1.0391  0.111
16 H -4.4738 0.5611 2.8293  0.103
17 H 0.8234 -0.0886 2.7134  0.133
18 H 1.7194 0.7016 1.3137  -0.002
19 H 0.4977 -0.4057 1.0026  -0.001
20 C 1.9699 1.6178 0.0313  -0.072
21 O 2.0679 0.9662 -1.2395  -0.162
22 P 1.0236 1.3056 -2.4733  0.532
23 O -0.4180 1.3153 -2.1269  -0.191
24 O 1.4548 2.7010 -3.2774  -0.232
25 C 0.7397 3.0861 -4.4243  -0.128
26 O 1.3321 0.2043 -3.5529  -0.182
27 C 1.1584 -1.1887 -3.1683  -0.080
28 H 2.5446 2.5439 0.0131  0.122
29 H 2.2357 0.8354 0.7421  0.049
30 H 1.0201 2.0177 0.3862  0.099
31 H 0.2119 4.0143 -4.2054  0.096
32 H 0.1761 2.2747 -4.8847  0.091
33 H 1.4532 3.1534 -5.2456  0.086
34 H 1.1670 -1.4491 -2.1099  0.032
35 H 1.9885 -1.8002 -3.5221  0.092
36 H 0.1501 -1.4628 -3.4784  0.080
37 C -1.7056 -1.8572 2.2890  -0.072
38 O -0.7113 -2.7114 1.7064  -0.195
39 P 0.3729 -2.2123 0.5263  0.723
40 O -0.2147 -1.6474 -0.7657  -0.233
41 O 1.3271 -1.1987 1.3706  -0.374
42 C 2.1468 -1.7404 2.4329  -0.018
43 O 1.2609 -3.5815 0.4448  -0.180
44 C 1.9821 -3.8489 -0.7398  -0.101
45 H -1.5221 -1.7543 3.3585  0.108
46 H -2.6577 -2.3792 2.1942  0.103
47 H -1.5403 -0.8539 1.8961  0.033
48 H 1.6319 -2.5195 2.9950  0.105
49 H 2.4612 -0.9714 3.1384  0.110
50 H 3.0265 -2.2024 1.9848  0.101
51 H 1.6957 -3.2915 -1.6316  0.065
52 H 1.9659 -4.9109 -0.9848  0.102
53 H 3.0122 -3.5024 -0.8227  0.095

## Properties
Kohn-Sham gap	7.886	eV
energy above the lowest of the compared OMol25 structures with the same formula, charge and spin	1909.6	kJ/mol
total charge	0
highest occupied orbital energy	-7.8	eV

=====

C4H8O2 | ωB97M-V with the def2-TZVPD basis set

Last column: natural (NBO) charge in e.
Geometry (Å):
1 O -1.9559 -0.6207 -1.3938  -0.706
2 C -1.6253 -1.0529 -0.0904  -0.099
3 C -0.3087 -0.5051 0.3939  -0.230
4 C 0.6819 -0.0937 -0.3970  -0.225
5 C 1.8307 0.7224 0.1455  -0.099
6 O 1.4512 1.4461 1.3002  -0.708
7 H -1.9079 0.3451 -1.3814  0.462
8 H -2.4014 -0.7581 0.6347  0.164
9 H -1.6309 -2.1476 -0.1272  0.194
10 H -0.2049 -0.3617 1.4692  0.212
11 H 0.6333 -0.2604 -1.4730  0.215
12 H 0.5631 1.7821 1.1141  0.462
13 H 2.1926 1.4024 -0.6418  0.165
14 H 2.6821 0.1022 0.4470  0.193

## Properties
Kohn-Sham gap	10.382	eV
energy above the lowest of the compared OMol25 structures with the same formula, charge and spin	182.7	kJ/mol
SMILES string	OC/C=C/CO
total charge	0
highest occupied orbital energy	-9.6	eV